DFT (wB97M-V/def2-TZVPD) results for C45H55CrN4O2P as an isolated structure.

Geometry as XYZ:
```
108
Properties=species:S:1:pos:R:3:forces:R:3:lowdin_spin:R:1
Cr 0.843 -0.203 -0.660 -0.185 -0.033 -0.118 3.716
C 2.631 3.332 0.720 -0.018 0.013 0.012 0.000
C 3.117 2.005 1.303 0.012 0.016 0.022 0.002
C 4.571 2.104 1.766 -0.001 -0.002 -0.029 0.000
C 2.216 1.514 2.418 0.007 -0.012 -0.011 -0.001
C 2.095 2.276 3.574 -0.003 -0.004 0.014 0.001
C 1.292 1.867 4.626 0.007 -0.018 -0.011 -0.003
C 0.568 0.692 4.505 -0.010 0.017 0.015 0.001
C 0.648 -0.092 3.359 0.023 0.005 -0.060 0.000
C -0.225 -1.323 3.231 0.015 -0.005 0.035 0.001
C 0.302 -2.485 4.076 -0.004 0.011 0.004 0.000
C -1.682 -1.029 3.588 -0.009 -0.012 0.001 0.000
C 1.511 0.295 2.309 0.023 -0.033 0.017 0.009
N 1.635 -0.475 1.142 -0.109 0.056 -0.008 0.021
C 2.136 -1.770 1.203 0.035 -0.103 -0.012 0.011
C 1.875 -2.627 0.189 0.130 0.074 0.030 0.021
N 1.051 -2.201 -0.860 0.107 0.109 0.122 0.016
C 0.612 -3.121 -1.793 -0.044 -0.032 -0.023 0.002
C 0.392 -4.504 -1.510 -0.012 0.009 -0.003 0.007
C 0.212 -5.382 -2.577 0.011 -0.021 -0.013 -0.001
C 0.117 -4.967 -3.892 0.004 0.013 0.033 0.009
C 0.115 -3.603 -4.133 0.006 -0.008 -0.012 0.000
C 0.333 -2.686 -3.120 -0.003 0.002 -0.013 0.007
C 0.228 -1.217 -3.491 0.059 -0.050 0.017 0.008
C -1.195 -0.847 -3.915 -0.020 -0.016 -0.035 0.002
C 1.246 -0.796 -4.550 -0.012 0.004 0.005 0.001
C 0.100 -5.131 -0.138 0.002 0.006 -0.012 0.001
C -0.714 -4.234 0.791 -0.065 -0.025 0.025 0.001
C 1.258 -5.811 0.608 0.015 0.013 0.005 0.001
H 3.284 3.652 -0.095 0.006 -0.004 -0.004 0.000
H 2.625 4.122 1.475 0.001 0.000 0.006 0.000
H 1.618 3.234 0.323 0.001 -0.003 -0.006 0.000
H 3.070 1.261 0.511 0.014 -0.060 0.009 0.002
H 4.687 2.840 2.565 -0.001 0.005 0.004 0.000
H 5.215 2.408 0.937 0.006 -0.001 0.000 0.000
H 4.925 1.144 2.145 0.005 -0.001 0.006 0.000
H 2.650 3.204 3.657 0.004 0.009 0.001 0.000
H 1.225 2.461 5.530 0.000 0.004 0.007 0.000
H -0.084 0.383 5.314 0.006 0.004 0.004 0.000
H -0.198 -1.619 2.182 0.008 -0.004 -0.028 0.001
H 0.310 -2.212 5.134 0.001 -0.006 0.007 0.000
H 1.319 -2.754 3.788 0.004 0.001 -0.008 0.000
H -0.330 -3.367 3.957 -0.005 -0.003 -0.004 0.000
H -1.806 -0.802 4.649 0.010 0.000 -0.002 0.000
H -2.303 -1.901 3.367 -0.005 0.003 0.002 0.000
H -2.068 -0.183 3.015 0.004 -0.005 -0.005 0.000
H 2.790 -2.055 2.024 -0.009 0.012 0.017 -0.001
H 2.357 -3.592 0.127 -0.034 -0.018 -0.006 0.001
H 0.085 -6.436 -2.349 -0.003 -0.005 0.002 0.000
H -0.025 -5.680 -4.694 -0.002 -0.003 -0.005 0.001
H -0.059 -3.241 -5.141 -0.001 -0.003 -0.002 0.000
H 0.461 -0.613 -2.613 -0.028 0.039 -0.067 0.007
H -1.458 -1.355 -4.844 -0.010 0.002 0.006 0.000
H -1.287 0.229 -4.080 0.002 0.009 -0.004 0.000
H -1.926 -1.147 -3.161 0.020 0.006 0.007 0.000
H 1.050 -1.307 -5.494 0.009 0.003 -0.001 0.000
H 2.258 -1.044 -4.231 0.002 -0.010 0.004 0.000
H 1.194 0.281 -4.726 0.000 0.004 -0.006 0.000
H -0.573 -5.952 -0.401 0.002 0.002 0.001 0.000
H -0.116 -3.426 1.202 0.025 0.027 0.011 0.000
H -1.104 -4.825 1.625 -0.005 0.000 0.001 0.000
H -1.563 -3.800 0.258 0.025 -0.019 -0.012 0.000
H 1.832 -5.115 1.217 0.002 0.004 -0.008 0.000
H 1.937 -6.306 -0.089 0.000 -0.006 -0.002 0.000
H 0.859 -6.571 1.284 -0.006 -0.003 0.000 0.000
N 4.542 1.364 -2.330 0.016 0.049 -0.082 0.003
C 3.590 0.487 -1.888 -0.133 -0.086 0.047 0.008
N 4.041 -0.657 -1.330 0.020 0.005 0.033 0.005
O 2.389 0.767 -1.998 0.177 0.000 -0.027 0.043
H 5.455 1.017 -2.568 0.000 0.009 0.013 0.000
H 4.186 2.111 -2.902 0.014 -0.011 0.012 0.000
H 5.000 -0.716 -1.035 0.008 0.017 -0.013 0.000
H 3.388 -1.255 -0.827 -0.048 0.002 -0.024 0.002
O -0.213 1.554 -0.764 -0.011 -0.014 0.142 0.047
P -1.580 2.090 -0.433 -0.028 0.079 0.008 0.010
C -2.684 0.873 0.291 0.047 -0.043 0.018 0.004
C -2.554 -0.469 -0.065 -0.029 -0.008 0.004 0.014
C -3.439 -1.408 0.444 0.016 0.000 -0.017 0.002
C -4.457 -1.012 1.298 -0.015 0.007 -0.004 0.000
C -4.588 0.322 1.659 -0.010 0.000 -0.003 0.001
C -3.699 1.263 1.164 0.002 -0.007 -0.015 0.000
C -2.352 2.671 -1.949 -0.004 0.019 0.011 0.000
C -3.733 2.797 -2.077 0.009 -0.002 -0.006 0.000
C -4.277 3.256 -3.266 0.013 0.001 -0.015 0.000
C -3.444 3.584 -4.328 -0.018 0.000 0.008 0.000
C -2.068 3.454 -4.205 0.011 -0.007 0.005 0.000
C -1.518 2.997 -3.016 -0.009 -0.006 -0.004 0.000
C -1.504 3.454 0.728 -0.008 -0.009 -0.024 0.001
C -0.901 3.217 1.966 -0.002 -0.021 -0.004 0.000
C -0.810 4.245 2.889 -0.017 0.025 0.011 0.000
C -1.315 5.503 2.583 0.017 0.002 0.006 0.000
C -1.907 5.742 1.352 -0.001 -0.013 -0.005 0.000
C -2.002 4.717 0.421 -0.003 0.003 -0.007 0.001
H -1.761 -0.795 -0.730 -0.001 0.007 0.002 0.011
H -3.324 -2.449 0.175 -0.021 0.008 0.000 0.000
H -5.144 -1.747 1.696 0.000 -0.007 0.000 0.000
H -5.373 0.627 2.338 0.000 0.002 0.006 0.000
H -3.787 2.300 1.466 0.001 0.014 0.000 0.000
H -4.384 2.523 -1.256 -0.001 0.000 0.004 0.000
H -5.350 3.347 -3.368 -0.002 0.001 -0.003 0.000
H -3.871 3.936 -5.258 -0.003 0.000 -0.001 0.000
H -1.422 3.699 -5.037 0.004 0.002 -0.003 0.000
H -0.447 2.870 -2.912 0.003 0.008 0.004 0.000
H -0.490 2.241 2.208 0.002 0.007 0.001 0.000
H -0.336 4.057 3.843 -0.005 0.002 -0.004 0.000
H -1.241 6.303 3.308 0.000 0.001 0.002 0.000
H -2.292 6.724 1.114 -0.004 0.001 -0.002 0.000
H -2.460 4.901 -0.543 0.003 0.005 0.004 0.000
```
Forces are in eV/Å.

Calculated values
**Kohn-Sham gap (alpha / beta)**: 5.53 / 5.93 eV
**2S+1**: 5
**Electronic energy**: -3503.21537 a.u.
**Expectation value of S²**: 6.02